{"formula": "C8H10NO", "method": "the ωB97M-V functional and the def2-TZVPD basis", "species": ["C", "C", "C", "C", "C", "C", "C", "C", "N", "O", "H", "H", "H", "H", "H", "H", "H", "H", "H", "H"], "positions_angstrom": [[-1.41684, 0.82598, 0.03757], [-3.42304, -0.89097, 0.06119], [-0.97345, -0.26121, -0.45786], [-2.62361, -1.87002, -0.48632], [-2.93118, 0.51718, 0.31762], [-1.38487, -1.40089, -0.82886], [4.10386, 0.58382, 0.26623], [2.59875, 0.22630, 0.24836], [-3.72942, 1.45203, 0.50044], [2.16581, -0.55239, -0.92282], [-0.90473, 1.77244, 0.27792], [-4.48313, -1.16797, 0.34670], [2.69558, -0.21479, -1.65868], [-3.04934, -2.76644, -0.92277], [4.42637, 0.72577, 1.28911], [4.77702, -0.28025, -0.01202], [4.41995, 1.44933, -0.29918], [1.97217, 1.02191, 0.42983], [2.45275, -0.43799, 1.09597], [-4.69266, 1.26816, 0.71759]], "atomic_forces_ev_per_a": [[-1.5, 2.5, 1.5], [-0.4, -0.6, 0.9], [1.3, -2.8, -1.7], [-2.3, -0.3, -1.2], [0.7, -1.5, -0.7], [1.7, 1.2, 0.6], [0.4, -1.3, -0.1], [2.2, -2.9, -0.5], [0.5, 2.0, 0.8], [0.4, 1.2, 0.7], [-0.7, -0.4, -0.2], [1.3, 0.7, -0.4], [-0.2, -0.2, 0.0], [0.1, -0.3, 0.7], [-0.2, 0.4, 0.4], [-1.1, 0.7, -0.2], [-0.2, 0.2, -0.3], [-1.3, 2.2, 0.0], [-0.1, -0.3, 0.0], [-0.6, -0.5, -0.3]], "gap_ev": 5.892, "energy_ev": -11981.6531, "max_force_ha_per_bohr": 0.0717, "charge": 1}